(1)
{"formula": "C26H30BrCl42F4N4O7Si2", "method": "ωB97M-V/def2-TZVPD", "symbols": ["Br", "Cl", "Cl", "Cl", "Cl", "Cl", "Cl", "Cl", "Cl", "Cl", "Cl", "Cl", "Cl", "Cl", "Cl", "Cl", "Cl", "Cl", "Cl", "Cl", "Cl", "Cl", "Cl", "Cl", "Cl", "Cl", "Cl", "Cl", "Cl", "Cl", "Cl", "Cl", "Cl", "Cl", "Cl", "Cl", "Cl", "Cl", "Cl", "Cl", "Cl", "Cl", "Cl", "Si", "Si", "F", "F", "F", "F", "O", "O", "O", "O", "O", "O", "O", "N", "N", "N", "N", "C", "C", "C", "C", "C", "C", "C", "C", "C", "C", "C", "C", "C", "C", "C", "C", "C", "C", "C", "C", "C", "C", "C", "C", "C", "C", "H", "H", "H", "H", "H", "H", "H", "H", "H", "H", "H", "H", "H", "H", "H", "H", "H", "H", "H", "H", "H", "H", "H", "H", "H", "H", "H", "H", "H", "H"], "xyz": [[-0.40691, 0.39408, 0.16962], [2.29701, 8.31303, -8.33170], [3.39969, -14.82366, -2.34812], [6.26689, -14.48969, -2.68926], [0.57454, 2.30701, 3.64264], [-1.08926, 5.78671, 12.50630], [6.88732, 11.20148, -6.61785], [-1.59965, 0.40028, 9.34836], [1.65470, 11.14717, -8.28695], [-0.68124, 3.82437, 10.40370], [6.33529, 12.19875, -3.94504], [-2.15266, 2.85645, 2.80576], [-7.33315, 4.49793, 0.07132], [4.39382, 10.27319, -7.86988], [4.11585, 9.44380, -4.79159], [7.14096, -9.34164, -0.58616], [-3.08584, 1.64352, 5.93019], [-3.42881, -1.70602, 8.52865], [4.43058, -13.37806, -4.64808], [-9.51649, 2.69228, 0.70772], [5.06236, -11.28883, -0.00583], [2.44163, 4.25558, 7.06101], [-1.37456, 0.15589, 3.55766], [1.61770, 7.96090, -4.80765], [-2.66247, 0.34920, -5.89359], [-0.13516, 2.91572, 7.03872], [-3.14891, 5.35819, 10.49888], [-3.48527, 3.60023, 8.04794], [2.03043, 1.86524, 8.66288], [-0.99226, 3.70567, -5.79139], [9.07511, 12.04096, -4.89827], [-3.92022, 2.33309, -0.47631], [-8.97558, 4.97779, 2.41873], [3.83093, 7.05891, -3.15700], [-5.40733, -0.05500, 0.24543], [-5.47751, -0.35012, -5.70942], [-3.44370, -2.24510, -4.84903], [-5.55389, 3.17348, 6.05071], [-5.30103, 2.20102, 2.07742], [-1.35450, -0.79416, 6.71184], [5.37608, -8.94712, 1.68657], [1.63301, 4.39214, -4.75336], [-0.68854, 4.50096, -3.01324], [2.23271, -3.57731, -1.22360], [-0.32823, -2.67016, -0.32646], [-3.27841, -3.29630, -1.43915], [4.09551, -6.55505, -1.27792], [4.34011, -5.11169, 1.11575], [-2.33582, -5.88980, -1.21696], [-0.67143, -5.69334, 0.19133], [-2.16424, -3.70890, -3.27470], [2.61375, -4.60022, -3.73142], [0.91355, -3.23053, -3.66018], [1.34952, -2.36985, -0.43121], [2.39492, -4.58404, 1.89798], [1.99107, -6.88097, -1.68644], [2.26880, -5.15489, -0.28405], [-0.90459, -4.00436, -1.39657], [-0.68122, -2.87293, 1.35990], [4.01400, -1.62053, -1.85952], [-0.09820, 4.72920, -4.66183], [-1.10345, -1.05010, -1.04199], [3.37665, 7.84382, -4.67250], [-1.12996, 1.87959, 3.86143], [2.77426, -6.23572, -1.10329], [1.61251, 2.69857, 7.16026], [-5.33131, 1.70468, 0.38052], [-2.90705, -1.70146, 1.69095], [-1.86914, 4.59860, 11.45482], [-2.13627, -3.64818, -2.11543], [7.39247, 12.32930, -5.35397], [-0.56869, -0.69427, -2.47345], [-2.58577, -4.27144, 2.18404], [-0.95193, 0.78868, -2.92670], [2.87462, 9.94045, -8.70893], [-1.91777, -2.93028, 1.67965], [2.98001, -4.95456, 0.95176], [-4.26825, 2.41375, 6.99738], [4.67816, -13.75642, -2.94066], [-3.83913, -0.96370, -5.99567], [-1.23001, -5.20326, -0.70491], [-8.95374, 4.36660, 0.76122], [1.83386, -3.81210, -3.06041], [-1.77813, -1.08225, 8.40008], [5.50665, -9.57589, 0.04180], [4.05686, -2.97118, -1.19385], [7.31396, 13.33737, -5.74653], [-1.41421, 2.09344, 4.90162], [-3.49010, -1.71167, 0.74210], [-1.85799, -4.83720, 2.80520], [4.81586, -9.02570, -0.59004], [-1.65446, 1.28788, -2.22001], [-4.71250, 1.64649, 7.62359], [3.05497, 9.99731, -9.77700], [-1.09979, -1.82776, 8.80107], [-1.50188, 0.71327, -3.90167], [-0.03423, 1.40812, -3.06995], [-9.62795, 4.97247, 0.16557], [-6.22138, 2.11835, -0.07889], [-3.45486, -4.02793, 2.85401], [4.26631, -1.70166, -2.84253], [-3.01711, -4.86237, 1.33925], [-1.00574, -1.36885, -3.24599], [4.67290, -3.66167, -1.83001], [-2.21226, -1.02076, -0.95334], [4.63757, -12.83007, -2.37687], [3.74283, 7.23697, -5.49459], [-0.25832, 5.76514, -4.94071], [-3.80143, -1.37816, -6.99754], [-3.65957, -1.86048, 2.51305], [-2.39328, -0.73978, 1.92393], [0.54178, -0.81795, -2.51592], [1.93800, 2.08451, 6.32650], [-2.31989, 3.83503, 12.07979], [4.68149, -1.00142, -1.40329], [4.45511, -2.85014, -0.16025]], "lowdin_charge": [0.69, 0.53, 0.51, 0.51, 0.55, 0.52, 0.49, 0.50, 0.53, 0.50, 0.52, 0.52, 0.56, 0.45, 0.49, 0.52, 0.56, 0.52, 0.52, 0.53, 0.53, 0.53, 0.57, 0.52, 0.56, 0.51, 0.50, 0.49, 0.52, 0.52, 0.53, 0.54, 0.52, 0.53, 0.58, 0.50, 0.66, 0.54, 0.49, 0.50, 0.53, 0.51, 0.54, 0.59, 0.38, 0.10, 0.09, 0.08, 0.08, 0.18, 0.07, -0.11, -0.06, -0.23, 0.17, 0.18, 0.07, 0.12, 0.07, -0.06, -1.55, -0.61, -1.54, -1.58, -0.51, -1.53, -1.54, -0.14, -1.53, -0.52, -1.53, -0.30, -0.03, -0.16, -1.52, -0.39, -0.52, -1.47, -1.56, -1.50, -0.52, -1.53, -0.72, -1.52, -1.54, -0.28, 0.01, -0.16, 0.02, 0.09, 0.00, 0.01, 0.02, 0.01, 0.02, -0.03, 0.06, 0.01, -0.05, 0.07, 0.06, 0.08, 0.08, 0.09, 0.05, -0.04, 0.01, -0.03, 0.01, 0.08, -0.06, 0.10, 0.00, 0.02, 0.05, 0.08], "homo_lumo_gap_ev": 6.6, "relative_energy_kcal_mol": 75.5, "total_charge": -1}

***

(2)
{"formula": "C26H30BrF32InNO5", "method": "ωB97M-V/def2-TZVPD", "symbols": ["In", "Br", "F", "F", "F", "F", "F", "F", "F", "F", "F", "F", "F", "F", "F", "F", "F", "F", "F", "F", "F", "F", "F", "F", "F", "F", "F", "F", "F", "F", "F", "F", "F", "F", "O", "O", "O", "O", "O", "N", "C", "C", "C", "C", "C", "C", "C", "C", "C", "C", "C", "C", "C", "C", "C", "C", "C", "C", "C", "C", "C", "C", "C", "C", "C", "C", "H", "H", "H", "H", "H", "H", "H", "H", "H", "H", "H", "H", "H", "H", "H", "H", "H", "H", "H", "H", "H", "H", "H", "H", "H", "H", "H", "H", "H", "H"], "xyz": [[-1.93284, 3.41670, 4.35242], [-4.50118, 3.39327, 4.91840], [4.14022, 4.28720, -10.52005], [1.18517, 2.60377, 0.02092], [-6.09275, 0.59721, 11.18611], [-4.47976, -1.53875, 11.83341], [-4.33248, 0.64849, 6.90345], [-0.16872, -3.90038, -3.06839], [3.02971, -6.13139, -4.86802], [0.10022, -2.96356, -5.65361], [2.94241, 1.71840, -2.80082], [-3.70377, -0.54782, 10.06692], [0.91214, 1.17599, -1.59811], [1.81470, -0.92491, -2.91072], [2.05292, -8.66482, -4.28270], [3.71189, -1.62576, -3.71052], [2.90289, 0.79687, -4.76393], [2.95013, 0.17117, -7.24100], [-3.00222, 1.50399, 9.18677], [1.56804, 5.29037, -10.41598], [3.18469, 2.32315, -7.46086], [-0.53660, -5.04046, -5.54790], [2.29844, 4.58110, -8.49409], [2.89549, 0.73642, 1.32429], [-3.77085, 3.18860, 8.06250], [3.45685, 2.33506, -9.86679], [3.32788, -7.47993, -6.53691], [3.63748, 1.44754, -0.58265], [1.34783, -5.41350, -3.40765], [0.19809, 0.44295, -7.92171], [-4.99901, 0.89036, 13.04300], [1.56896, 1.00064, -9.50360], [0.37423, -7.30827, -4.55858], [-5.53568, 0.15373, 8.64754], [0.46872, 2.60839, -8.34781], [1.71750, -5.95613, -6.70611], [2.78903, -0.64599, -0.41397], [-0.97722, -0.18263, 0.83052], [-4.82582, 2.61993, 9.93536], [-0.24548, -0.71338, 3.09610], [1.66235, -4.59032, -6.28057], [-4.15011, 2.10314, 8.79015], [2.64974, 0.71624, -0.01389], [-0.56583, 2.99431, 6.10993], [-0.83718, 0.34915, 5.34234], [3.05013, 3.47495, -10.47105], [0.52443, -4.22253, -5.31546], [1.90764, 4.15605, -9.72511], [-5.03585, 1.19176, 7.93380], [3.45478, 0.69689, -3.52463], [0.62998, 3.31406, -9.58296], [1.41640, -7.88895, -5.20159], [-4.84405, 0.80186, 11.68379], [0.14664, 0.41620, 4.02245], [2.36830, -6.85083, -5.80549], [2.27098, 1.35017, -7.22587], [1.14641, 1.35565, -8.26693], [-4.32763, 2.16534, 11.19819], [-3.92415, -0.37864, 11.39082], [1.25214, 1.28085, -0.29038], [3.14937, -0.66514, -2.91047], [3.70168, -0.87804, -1.49230], [-1.34671, -0.33288, 2.13136], [-0.44427, 1.41542, 6.53474], [0.90840, -4.20927, -3.83965], [-2.93626, -0.13779, 2.48205], [0.22119, 1.47033, 3.52025], [0.50159, 3.41681, 5.83594], [4.65985, -0.36811, -1.33452], [1.68304, -3.46498, -3.63733], [-0.66993, -0.73488, 5.81258], [-1.05407, 1.16183, 7.52860], [0.49310, 0.75324, 0.29561], [2.76792, 3.23949, -11.50056], [3.94514, -1.94482, -1.41270], [1.00747, -8.54402, -5.97718], [-0.20898, 4.02082, -9.59952], [-2.95880, -0.26371, 11.89069], [-1.51469, 5.09675, 3.77572], [-3.47459, -1.13208, 2.84610], [-1.98499, 0.41078, 5.09428], [-4.69705, 2.90872, 11.91552], [4.53162, 0.85288, -3.62974], [0.45633, 2.66576, -10.45047], [1.47702, -4.02880, -7.20469], [1.87283, 1.50205, -6.21776], [-1.69286, 2.33348, 2.93363], [-3.13931, 0.73663, 3.26624], [-3.23561, 2.24662, 11.26069], [0.69842, 1.22616, 6.81935], [1.23927, 0.15057, 4.42255], [-5.88093, 1.74712, 7.51512], [2.63867, -4.22964, -5.93458], [-0.94954, 3.58387, 7.06741], [-0.52662, -1.50901, 3.71591], [-3.50403, 0.17491, 1.48442]], "lowdin_charge": [0.16, -0.11, 0.09, 0.09, 0.12, 0.09, 0.06, 0.10, 0.12, 0.11, 0.10, 0.09, 0.08, 0.13, 0.09, 0.09, 0.06, 0.09, 0.11, 0.10, 0.09, 0.12, 0.13, 0.14, 0.10, 0.08, 0.13, 0.11, 0.08, 0.14, 0.09, 0.12, 0.09, 0.08, 0.04, 0.03, 0.04, -0.08, 0.03, -0.03, -0.05, -0.48, -0.47, -0.35, -0.23, -0.29, -0.43, -0.43, -0.29, -0.26, -0.06, -0.27, -0.43, -0.24, -0.48, -0.28, -0.47, -0.06, -0.29, -0.28, -0.43, -0.06, -0.28, -0.30, -0.29, -0.07, 0.09, 0.04, 0.14, 0.16, 0.11, 0.09, 0.11, 0.17, 0.15, 0.17, 0.15, 0.17, -0.13, 0.09, 0.09, 0.15, 0.18, 0.14, 0.15, 0.16, -0.08, 0.03, 0.15, 0.10, 0.13, 0.16, 0.15, 0.04, 0.11, 0.10], "homo_lumo_gap_ev": 7.0, "relative_energy_kcal_mol": 118.5, "total_charge": -1}

***

(3)
{"formula": "C26H30ClMnN6OS2", "method": "ωB97M-V/def2-TZVPD", "symbols": ["Mn", "Cl", "S", "S", "O", "N", "N", "N", "N", "N", "N", "C", "C", "C", "C", "C", "C", "C", "C", "C", "C", "C", "C", "C", "C", "C", "C", "C", "C", "C", "C", "C", "C", "C", "C", "C", "C", "H", "H", "H", "H", "H", "H", "H", "H", "H", "H", "H", "H", "H", "H", "H", "H", "H", "H", "H", "H", "H", "H", "H", "H", "H", "H", "H", "H", "H", "H"], "xyz": [[0.89029, 0.27835, 0.54048], [-5.16249, 3.37201, 2.94422], [-1.90083, -3.12113, 0.51212], [2.73842, 0.52622, -1.75059], [-0.74723, -0.16576, 1.45153], [0.77255, -1.53936, -0.61704], [2.90780, 0.49634, 1.31847], [-2.85774, -5.29714, -0.80696], [-0.32848, 0.97636, -1.09256], [0.84382, 2.10221, 1.37809], [-4.15014, -3.58617, -0.97756], [0.29143, 1.81377, -2.12233], [-1.68346, 0.65953, 1.79430], [1.44173, 1.15081, -2.86506], [3.90334, -0.35343, 1.41793], [-3.82701, 2.35417, 2.50984], [-2.96243, 0.14370, 2.12004], [2.09752, 2.73597, 1.40535], [-4.75222, -4.63285, -1.66557], [-0.18869, -1.41410, -1.74204], [-4.00562, 0.96225, 2.45898], [-3.94952, -5.70273, -1.55660], [2.77788, -1.26753, -2.06956], [5.24756, 0.03259, 1.52955], [2.34770, 4.07988, 1.49539], [-0.24056, 2.70636, 1.72511], [-1.08777, -0.20268, -1.56294], [-1.51110, 2.07319, 1.86874], [4.51349, 2.31336, 1.49523], [3.19257, 1.83011, 1.39535], [-2.97575, -3.99843, -0.43573], [2.03043, -2.14370, -1.06049], [3.66910, 4.56064, 1.56016], [-4.71469, -2.25917, -0.82873], [-2.60596, 2.89156, 2.23766], [4.73304, 3.70650, 1.56476], [5.55527, 1.36200, 1.54275], [-1.62777, 0.01207, -2.49094], [5.74702, 4.07929, 1.63067], [-0.20915, 3.76481, 1.98684], [-0.80845, -2.31158, -1.79607], [3.83292, 5.62827, 1.62168], [-4.77993, -1.76565, -1.79815], [1.53766, 4.79666, 1.51483], [-1.81479, -0.44140, -0.78583], [0.32429, -2.16234, 0.05758], [1.90212, 1.90254, -3.50602], [-5.69768, -4.51498, -2.16366], [1.11034, 0.34767, -3.51958], [6.01453, -0.72637, 1.59216], [3.64552, -1.40511, 1.40891], [-5.70842, -2.32395, -0.38870], [2.64963, -2.30097, -0.17951], [-0.45194, 2.14171, -2.85819], [-0.99136, 1.56675, -0.59496], [3.83069, -1.54924, -2.06062], [-4.06450, -1.68813, -0.17064], [-2.09797, -5.87169, -0.48651], [6.58238, 1.69936, 1.60844], [0.37059, -1.34783, -2.67030], [2.43693, -1.42923, -3.09100], [-4.05026, -6.69957, -1.94431], [0.66726, 2.70507, -1.61512], [-2.46295, 3.96334, 2.31242], [-4.97521, 0.54663, 2.70087], [-3.07640, -0.93337, 2.08861], [1.86268, -3.12646, -1.51522]], "lowdin_charge": [0.65, 0.67, 0.69, 0.95, -0.16, -0.13, 0.02, 0.06, -0.11, 0.02, -0.12, -0.24, -0.34, -0.42, -0.11, -0.68, -0.01, -0.18, -0.05, -0.20, -0.08, -0.07, -0.42, -0.03, 0.00, -0.05, -0.16, -0.14, -0.14, -0.17, -0.78, -0.24, -0.05, -0.02, -0.07, -0.02, 0.02, 0.13, 0.12, 0.13, 0.09, 0.11, 0.10, 0.11, 0.09, 0.03, 0.08, 0.13, 0.07, 0.12, 0.11, 0.10, 0.09, 0.13, 0.11, 0.08, 0.04, 0.15, 0.13, 0.09, 0.08, 0.12, 0.12, 0.12, 0.11, 0.08, 0.13], "homo_lumo_gap_ev": [6.7, 6.7], "relative_energy_kcal_mol": 8.8, "total_charge": 1, "multiplicity": 2}

***

Q: Number 1 is which compound?
A: C26H30BrCl42F4N4O7Si2

***

Q: Number 1 is which compound?
A: C26H30BrCl42F4N4O7Si2